Record 1
This record from the OMol25 dataset describes 13 unconnected molecules or ions with the total composition C34H94O13. The level of theory is wB97M-V/def2-TZVPD.

Calculated values
Energy above the lowest of the compared OMol25 structures with the same formula, charge and spin ... 419.1 kJ/mol
Molar mass ... 711.11 g mol⁻¹
Energy ... -2329.73416 Eh
E_HOMO ... -9.5 eV

```
! RIJCOSX wB97M-V def2-TZVPD def2/J DEFGRID3
* xyz 0 1
O 2.0232 0.2827 6.2526
O -4.3908 0.8869 -3.0506
O -3.4931 2.8233 2.4554
O -1.7779 -0.8938 3.6025
O -0.6724 -0.2127 5.9548
O 3.5536 4.3516 -2.5542
O -3.1712 3.0584 -4.7730
O 3.2976 -0.2512 -2.8344
O -0.6773 0.5448 1.2720
O 4.3289 3.7427 1.4746
O 0.6851 -3.0510 -3.9543
O 2.2744 -2.6823 -1.8291
O -2.1700 -3.4194 -3.4591
C 4.0257 1.1107 5.3344
C -0.9900 -3.3393 3.5938
C 3.7737 0.4799 -0.7007
C -3.0448 -2.5336 2.3881
C -1.5454 3.3926 -2.9614
C -3.7617 -0.1354 -0.9224
C -2.4630 3.0777 1.4707
C -0.1382 -2.1286 -5.8130
C -1.6201 -4.2846 -1.2151
C 3.5466 -4.6822 -2.0927
C 3.2714 3.3200 2.2370
C 2.6686 3.3213 -2.9742
C 2.5105 -3.9052 -1.2356
C 1.9008 3.6559 1.6443
C -6.2316 0.6505 -1.5383
C 0.0513 -0.3973 0.4635
C -1.2037 1.8776 4.8982
C 0.5058 0.3972 -0.7979
C 0.5594 -1.8595 -4.5221
C -1.8071 2.9891 -4.4227
C -2.7066 -4.0632 -2.2554
C 1.8889 3.5900 -4.3008
C -2.5835 4.5720 1.1467
C -1.6436 1.4593 7.4330
C 4.3568 0.1587 -2.0236
C -4.6707 0.8414 -1.6924
C -1.2734 1.5736 -4.7147
C 2.9447 -3.6379 0.2355
C -3.3729 -5.3386 -2.7303
C -2.1092 -2.2404 3.5876
C 2.6311 0.6808 5.0828
C 5.2785 -1.0393 -1.9115
C -1.6023 0.8593 6.0065
C 2.3946 -0.4329 4.1190
H -4.3919 1.8210 -1.3040
H 2.8244 -0.9950 -2.4543
H -0.9681 -3.4160 -1.1226
H 3.5146 -5.7246 -1.7755
H 3.3132 -4.7313 -3.1562
H 3.1956 1.4007 -0.7785
H 3.3744 3.6982 3.2541
H 0.9996 3.2875 2.1344
H -1.8848 0.7311 -4.3914
H 1.7020 -2.8205 -2.5873
H -3.7604 2.5477 -4.2130
H 2.0301 1.5233 4.7405
H -2.7155 -2.2541 4.4934
H 3.1914 5.2325 -2.4346
H 4.6681 1.3726 4.4936
H 0.8960 -0.7033 1.0808
H 4.0931 1.9793 5.9894
H 1.1686 -0.1988 -1.4253
H -0.9109 -4.9842 -1.6576
H 2.3665 -2.8926 0.7817
H -0.2937 -3.0317 2.8135
H 1.5184 2.7431 -4.8783
H 3.9925 -3.3389 0.2641
H -1.4407 2.9025 1.8058
H -0.5372 3.0396 -2.7446
H -1.9103 4.8145 0.3245
H 2.0451 3.1661 -2.0937
H 4.4663 3.2248 0.6781
H -6.6696 -0.3035 -1.8319
H 4.9352 0.8853 -2.5943
H -6.4362 0.6325 -0.4678
H 2.0063 4.7408 1.6389
H 4.5497 0.2329 5.7126
H 2.2189 0.0572 3.1614
H -1.0934 -2.6436 -5.7105
H -1.5795 1.4990 3.9477
H -1.6465 4.4745 -2.8755
H 0.1866 0.1039 6.2438
H -0.1404 2.0294 4.7126
H -2.0359 0.7421 8.1540
H -1.0752 1.3727 -5.7675
H -1.4596 -0.6548 4.4761
H -0.2794 1.4938 -4.2747
H -0.0600 -1.3695 -3.7708
H -0.1669 -3.4828 -3.8583
H -3.1766 2.0997 3.0011
H 0.3961 -2.8256 -6.4586
H -1.2455 3.7420 -4.9758
H -4.2038 -0.0303 -3.2639
H -0.3299 0.6040 -1.4665
H -2.4773 -2.5832 1.4588
H -2.6512 2.3697 0.6635
H 0.9883 1.3179 -0.4698
H -3.6215 -1.6177 2.2592
H -2.5923 0.4304 5.8510
H 3.3875 2.5077 -3.0701
H -1.4153 -4.2899 3.2721
H -2.6985 -0.0275 -1.1368
H 3.1904 -1.1697 4.2286
H 1.3668 -1.1801 -4.7953
H 3.1871 -0.3486 -0.3037
H -3.6821 -5.9642 -1.8930
H 4.6350 0.6407 -0.0524
H 5.5257 -1.3003 -2.9406
H -0.3145 -1.1653 -6.2916
H -3.9914 -1.1521 -1.2414
H 2.6094 3.9090 -5.0540
H 3.4116 2.2410 2.3020
H -1.9410 -4.7275 -0.2723
H -3.6241 -3.4377 2.5751
H -1.5796 2.8858 5.0720
H 2.8697 -4.5144 0.8790
H 4.5074 -4.2360 -1.8362
H 1.2011 4.4080 -4.0866
H -2.1783 5.1234 1.9952
H -0.5850 -3.3467 4.6057
H -6.7307 1.4193 -2.1283
H -3.5819 4.9472 0.9218
H -0.7079 1.9055 7.7699
H -2.2762 2.3465 7.4619
H -4.3632 -5.0157 -3.0515
H -2.9122 -2.9095 -3.7918
H -2.2867 2.8903 -2.3399
H 6.1779 -0.8194 -1.3364
H 4.6351 -1.8285 -1.5225
H -0.5791 -1.1832 0.0474
H -3.5142 -3.4591 -1.8419
H -3.8630 0.1204 0.1323
H 1.5855 -4.4781 -1.1697
H 1.4588 -0.9771 4.2462
H -2.7062 -5.7742 -3.4745
H 2.4813 -0.4402 6.6875
H -0.7922 0.1428 2.1361
H 1.8551 3.3767 0.5916
*
```

=====

Record 2
This record from the OMol25 dataset describes 12 unconnected molecules or ions with the total composition C34H97N5O19. The level of theory is wB97M-V/def2-TZVPD.

Calculated values
Energy above the lowest of the compared OMol25 structures with the same formula, charge and spin ... 299.6 kJ/mol
Molar mass ... 880.17 g mol⁻¹
Energy ... -3056.65716 Eh
E_HOMO ... -8.5 eV
Structure (SMILES) ... COC[C@H](C)N.COC[C@H](C)N.COC[C@H](C)N.COC[C@H](C)N.COC[C@H](C)N.OCCO.OCCO.OCCO.OCCO.OCCO.OCCO.OCCO

```
! RIJCOSX wB97M-V def2-TZVPD def2/J DEFGRID3
* xyz 0 1
O 1.4988 -5.8941 12.9321
O 4.1641 -1.3453 11.9397
O 9.0206 -0.3246 13.8562
O 7.8104 -3.9482 16.8888
O 1.5069 -0.6014 16.9766
O 7.3147 -2.6717 11.1753
O 5.8822 -3.3322 7.0078
O 3.8553 3.3352 11.0027
O 9.7053 5.9524 14.0972
O -0.4377 -3.9734 11.5712
O 5.6724 -1.1924 9.2803
O 5.6995 1.5806 9.9404
O 4.5435 5.0241 18.7371
O 4.5024 3.3356 6.8606
O 4.8802 -4.0417 11.6608
O 2.0311 5.8832 11.4515
O 9.6220 -0.9410 11.0268
O 7.3385 6.0847 12.1595
O 0.1846 -0.4032 9.5014
N 7.5499 4.7959 18.9715
N 5.3666 -2.8975 18.4160
N 6.6886 -0.0298 12.4014
N 3.2665 -1.3447 20.1229
N -2.4855 1.0243 11.6230
C 6.5528 -2.1404 18.1213
C 5.5587 -0.0474 13.3417
C 7.3183 -3.9327 11.6661
C -1.1969 0.8411 10.9523
C -0.8768 -0.5318 10.4148
C 2.2901 4.7785 12.2794
C 4.8393 -1.4512 8.1343
C 10.1980 0.0582 13.0751
C 3.2636 4.7700 19.2638
C 0.3149 -1.5575 8.6847
C 6.7035 4.4127 17.8127
C 9.1067 4.8408 13.3508
C 2.9311 -1.3755 11.1845
C 10.5665 -0.9173 12.0426
C 5.9998 -4.2042 12.4751
C -0.0802 1.4811 11.8152
C 3.2612 0.7854 18.9542
C 5.7039 1.1799 14.2762
C 4.2152 -0.1227 12.6301
C 2.4727 -0.5220 19.1370
C 1.6986 -4.5062 12.6730
C 6.6676 -1.1773 19.2729
C 7.4725 3.4190 16.9897
C 7.8148 -3.0263 18.0051
C 3.7003 4.1068 12.1769
C 8.1171 -3.3781 15.6621
C 4.7635 2.2665 7.7428
C 5.2553 3.9208 18.1406
C 4.8302 -2.9545 7.9500
C 7.5990 5.0440 13.1394
C 2.3144 -1.3451 17.8400
C 1.2479 -1.1483 15.7383
C 0.3836 -3.7314 12.7050
C 5.7511 2.5405 8.8706
H 5.6161 3.5417 9.2799
H 3.3162 -1.4342 17.4198
H 5.7575 -3.5901 13.3424
H -0.6716 -1.2214 11.2336
H 0.9332 1.3269 11.4444
H 1.0366 -6.0057 13.7661
H 8.3591 -4.1569 14.9389
H 7.4531 2.4091 17.3995
H 3.0206 5.7809 19.5908
H 4.2302 0.6402 18.4767
H 4.9729 -3.5092 8.8774
H 2.7654 1.5554 18.3631
H 2.2651 5.6637 10.5467
H 7.3192 -4.6382 10.8352
H 4.3542 2.8329 6.0563
H 7.1158 4.1080 12.8591
H -1.7893 -0.8927 9.9403
H 3.8243 1.9757 8.2135
H 6.7681 2.4996 8.4804
H 0.7056 -0.4038 15.1554
H -1.3429 1.5072 10.1019
H -1.1344 -4.5490 11.8949
H 8.6564 -2.3354 17.9547
H 7.8730 -3.6853 18.8713
H 10.6196 -1.9280 12.4473
H 6.7947 6.7735 12.5488
H 7.1573 5.5076 19.5711
H 5.6448 -3.4859 19.1883
H 2.4839 4.3517 18.6271
H 7.4200 -0.4559 18.9543
H 5.7376 -0.6153 19.3593
H 2.0580 5.0493 13.3094
H 2.7626 -2.4112 10.8895
H 1.4900 -0.3869 19.5888
H 8.7806 -1.3385 11.2626
H 9.6599 4.8028 12.4123
H 0.5744 -2.6795 12.9173
H -0.1915 -4.0201 13.5848
H 4.7112 -3.0997 11.5862
H 6.5022 5.3129 17.2320
H 4.4654 4.8716 12.3108
H 6.9747 3.3512 16.0224
H 6.9716 -1.5301 20.2583
H 10.9418 0.1540 13.8661
H 2.0852 -0.9116 11.6919
H -2.7133 0.0621 11.8286
H 6.6611 -2.5790 10.4784
H 5.9861 -5.1930 12.9336
H -3.1792 1.2381 10.9207
H -0.1120 1.0644 12.8219
H 5.6182 -0.9641 13.9283
H 2.1710 -1.4409 15.2379
H 3.7263 3.5204 13.0954
H 3.5458 1.1883 19.9262
H 6.4348 -1.5144 17.2369
H 8.2097 -4.1854 12.2402
H 1.3104 -1.3927 8.2726
H 2.2230 -4.3854 11.7251
H 6.5678 0.6378 11.6532
H 9.7274 6.7393 13.5477
H 7.2210 5.4413 14.0813
H 8.2480 -0.0217 13.3735
H 5.0766 1.1242 15.1659
H 5.4079 2.0914 13.7569
H 3.0667 -0.8432 10.2430
H 4.7471 3.7838 17.1861
H 7.3304 -2.7224 15.2888
H 10.0531 1.0397 12.6237
H 1.7961 -2.2725 18.0835
H 2.6614 -2.0671 20.4863
H 0.7096 -2.0959 15.7572
H 6.7130 1.3259 14.6615
H 4.1067 0.7107 11.9360
H 8.3242 5.2606 18.5191
H 3.4440 4.2208 20.1879
H 8.4996 3.7432 16.8224
H 6.7067 -2.9940 7.3646
H 3.8340 -3.2355 7.6084
H 3.8351 3.9226 10.2437
H 4.6180 -2.3800 18.8541
H 6.4897 -0.9351 12.0002
H 5.6633 -0.2440 9.4286
H 1.4733 4.1096 12.0083
H 3.8220 -1.1590 8.3948
H 5.0614 1.9968 10.5245
H 9.0432 -2.8158 15.7810
H 5.1021 1.4470 7.1088
H 5.2407 3.0015 18.7260
H -0.3588 -1.7031 7.8402
H 11.5187 -0.7052 11.5565
H 5.2451 -0.9292 7.2677
H 3.4341 -0.0246 13.3840
H 9.2603 3.8934 13.8676
H 3.5156 -0.8207 20.9496
H 2.3197 -4.1792 13.5069
H 0.3773 -2.5034 9.2227
H -0.1704 2.5599 11.9424
*
```